(1)
Below is a structure of composition C7H28NO11V in a non-equilibrium geometry, with properties calculated with ωB97M-V/def2-TZVPD.

Positions of all 48 atoms, in Å:
O1 1.40 -2.16 -1.31
V1 0.13 -2.55 -0.47
N1 -0.28 0.64 -0.63
O2 -0.11 -0.45 0.05
O3 0.43 0.70 -1.67
O4 -1.11 1.44 -0.29
C1 3.12 2.40 -1.40
O5 3.09 1.00 -1.05
H1 2.92 2.98 -0.49
H2 4.14 2.68 -1.67
H3 2.41 2.69 -2.16
H4 2.16 0.83 -1.33
C2 1.86 -3.57 2.06
O6 0.89 -2.60 1.59
H5 1.34 -4.47 2.38
H6 2.56 -3.72 1.24
H7 2.45 -3.19 2.89
H8 0.53 -2.21 2.42
C3 1.71 0.62 2.38
O7 1.33 -0.17 3.51
H9 0.97 1.39 2.16
H10 2.54 1.27 2.66
H11 1.94 0.06 1.48
H12 0.38 -0.29 3.48
C4 -1.84 -1.52 -2.57
O8 -1.12 -2.74 -2.24
H13 -2.22 -0.97 -1.72
H14 -1.19 -0.91 -3.20
H15 -2.68 -1.73 -3.23
H16 -1.29 -3.29 -3.01
C5 -1.85 -0.97 3.19
O9 -0.88 -1.89 3.72
H17 -1.41 -0.44 2.35
H18 -2.75 -1.54 2.98
H19 -2.00 -0.23 3.98
H20 -1.20 -2.31 4.53
C6 -3.49 2.51 1.89
O10 -3.51 3.02 0.59
H21 -4.51 2.44 2.28
H22 -3.14 1.47 1.90
H23 -2.88 3.09 2.59
H24 -2.80 2.64 0.07
C7 0.77 1.34 -4.88
O11 0.72 2.48 -5.73
H25 1.29 0.51 -5.37
H26 1.37 1.47 -3.98
H27 -0.28 1.16 -4.62
H28 0.10 3.10 -5.34

**<S²>**: 0.80
**Charge**: +1
**Spin multiplicity**: 2
**HOMO-LUMO gap (alpha / beta)**: 5.411 / 5.895 eV
**Calculated total energy**: -2109.3700 Eh

Atomic partial charges in e from the Löwdin method, atoms 1 to 6:
1. O -0.1345
2. V 1.2664
3. N -0.4718
4. O -0.1504
5. O 0.0134
6. O 0.1179

=====

(2)
Below is a cluster of 8 separate species, C7H30NO7 in total in a non-equilibrium geometry, with properties calculated with ωB97M-V/def2-TZVPD.

Positions of all 45 atoms, in Å:
C1 -3.03 1.08 -1.50
C2 -1.62 0.64 -1.17
C3 -0.44 1.32 -1.95
C4 0.00 2.73 -1.41
C5 0.89 2.61 -0.13
C6 0.21 3.34 1.01
C7 -0.43 2.81 1.95
N1 -1.41 -0.85 -1.46
H1 -3.66 0.60 -0.63
H2 -3.37 0.83 -2.53
H3 -3.27 2.20 -1.43
H4 -1.48 0.86 0.07
H5 0.47 0.78 -2.09
H6 -0.92 1.52 -2.97
H7 0.71 3.21 -2.17
H8 -0.74 3.42 -1.31
H9 0.90 1.56 0.24
H10 1.95 3.00 -0.58
H11 0.35 4.40 1.00
H12 -1.01 3.48 2.59
H13 -0.44 1.76 2.11
H14 -0.46 -0.99 -1.35
H15 -1.59 -0.88 -2.49
H16 -1.91 -1.43 -0.86
H17 4.75 0.26 -0.28
H18 4.28 -1.11 -0.11
O1 3.93 -0.28 -0.31
H19 0.38 -2.89 -2.08
H20 0.53 -2.93 -3.60
O2 0.58 -2.33 -2.87
H21 0.34 -0.87 1.49
H22 0.78 -2.24 0.93
O3 0.02 -1.60 1.01
H23 -3.42 -0.99 1.62
H24 -1.90 -1.55 1.52
O4 -2.65 -1.30 0.97
H25 2.61 -2.52 -0.49
H26 2.61 -4.00 -0.73
O5 2.16 -3.26 -0.95
H27 -2.55 -0.17 3.70
H28 -1.41 -0.18 4.54
O6 -1.81 -0.76 4.00
H29 3.04 -0.87 2.89
H30 2.67 -0.32 1.52
O7 2.53 -1.12 2.00

**Charge**: +1
**Energy above the lowest of the compared OMol25 structures with the same formula, charge and spin**: 378.1 kJ/mol
**HOMO-LUMO gap**: 10.194 eV
**Calculated total energy**: -865.8087 Eh

Atomic partial charges in e from the Löwdin method, atoms 1 to 6:
1. C -0.0636
2. C -0.3537
3. C -0.1403
4. C -0.1825
5. C -0.1861
6. C -0.2270

=====

(3)
Below is a cluster of 8 separate species, C7H31NO7 in total in a non-equilibrium geometry, with properties calculated with ωB97M-V/def2-TZVPD.

Positions of all 46 atoms, in Å:
C1 1.61 3.47 -0.05
C2 1.19 2.24 -0.78
C3 1.54 0.97 -0.04
C4 0.82 0.78 1.32
N1 -0.46 0.11 1.25
C5 -0.35 -1.38 1.06
C6 -1.61 -1.85 0.23
C7 -2.49 -2.67 1.13
H1 1.02 4.35 -0.33
H2 1.57 3.40 1.04
H3 2.64 3.79 -0.29
H4 0.13 2.26 -1.08
H5 1.68 2.23 -1.76
H6 1.47 0.00 -0.55
H7 2.63 1.07 0.16
H8 1.53 0.19 1.90
H9 0.60 1.74 1.80
H10 -1.08 0.41 0.51
H11 0.44 -1.62 0.34
H12 -0.35 -1.75 2.08
H13 -2.30 -1.03 -0.01
H14 -1.31 -2.35 -0.67
H15 -2.33 -3.76 1.02
H16 -2.39 -2.59 2.22
H17 -3.56 -2.62 0.89
O1 1.02 -2.33 -2.38
H18 1.52 -2.44 -1.55
H19 1.71 -2.27 -3.04
O2 -2.42 0.92 3.15
H20 -3.29 1.29 2.97
H21 -1.82 1.31 2.51
O3 -1.11 -0.81 -2.50
H22 -0.24 -0.99 -2.07
H23 -1.23 -1.67 -2.90
O4 0.39 1.18 -3.79
H24 0.07 0.30 -3.45
H25 -0.25 1.45 -4.45
O5 -2.28 1.64 -2.12
H26 -1.38 1.76 -2.43
H27 -2.28 0.70 -1.90
O6 1.96 0.77 4.29
H28 1.70 -0.15 4.05
H29 2.65 0.99 3.67
O7 2.20 -2.55 0.17
H30 1.67 -2.69 0.94
H31 2.80 -1.85 0.49

**Charge**: 0
**Energy above the lowest of the compared OMol25 structures with the same formula, charge and spin**: 244.7 kJ/mol
**HOMO-LUMO gap**: 8.782 eV
**Calculated total energy**: -866.6691 Eh

Atomic partial charges in e from the Löwdin method, atoms 1 to 6:
1. C -0.1166
2. C -0.2831
3. C -0.1871
4. C -0.2323
5. N -0.0715
6. C -0.1817

=====

Q: Among the records above, which one has the lowest charge?
A: C7H31NO7